(1)
16
Properties=species:S:1:pos:R:3:forces:R:3:lowdin_charge:R:1 method="wB97M-V/def2-TZVPD" charge=+1 relative_energy_ev=1.457 e_homo_ev=-14.10 smiles=C[C@](N)([NH3+])[SiH3] total_energy_ha=-481.47594
C 0.661155 1.007762 0.948425 1.2 -0.3 -0.5 -0.077
C 0.083376 -0.047073 -0.014684 2.5 -5.0 3.1 -0.610
N 0.759158 -1.469066 0.449630 -2.7 1.0 -1.7 0.023
N 0.676162 -0.101598 -1.424874 -2.0 2.1 1.0 0.195
Si -1.825068 -0.072187 -0.009378 -0.2 -2.8 -1.2 0.750
H 0.716190 1.858487 0.300759 0.4 1.2 0.1 0.068
H 0.051566 1.286053 1.836238 0.2 -0.6 -0.8 0.095
H 1.719991 0.734094 1.310731 -1.6 0.4 -0.7 0.117
H 0.158741 -2.313162 0.567897 0.7 1.3 0.1 0.085
H 1.555078 -1.406547 1.041766 0.2 0.1 0.7 0.046
H 0.645472 -1.066261 -1.659947 -1.2 -1.3 -0.9 0.136
H 1.650191 -0.025349 -1.452672 2.3 1.2 0.4 0.137
H 0.201602 0.612699 -1.997032 0.4 -0.7 -0.6 0.165
H -2.233165 0.131338 1.343521 -0.3 0.2 0.7 -0.053
H -2.442409 -1.448291 -0.657215 1.0 1.8 0.9 -0.007
H -1.934375 0.976920 -0.956351 -0.7 1.1 -0.7 -0.072

=====

(2)
101
Properties=species:S:1:pos:R:3:forces:R:3:lowdin_charge:R:1 method="wB97M-V/def2-TZVPD" charge=-1 relative_energy_ev=2.631 e_homo_ev="-2.82 / -3.99" multiplicity=2 s_squared=1.4425 total_energy_ha=-5418.91860
Sc 0.008193 0.946903 0.027310 0.9 1.4 0.4 1.034
O -0.527207 -1.361097 4.034210 0.1 0.0 -0.1 0.066
C -1.727407 -0.845497 4.356910 -0.2 0.4 0.0 -0.284
C -2.372007 -1.306397 5.501310 0.1 -0.1 0.0 -0.033
C -3.597907 -0.789697 5.874410 0.1 0.0 0.0 -0.103
C -4.190707 0.214803 5.123310 -0.2 0.1 0.1 -0.108
C -3.559607 0.693303 3.995210 0.2 -0.2 -0.1 -0.028
C -2.330207 0.172103 3.591910 0.0 -0.4 0.3 -0.089
C -1.643507 0.726003 2.429810 -0.6 1.7 -0.5 -0.430
O -0.704707 0.049403 1.814910 0.4 0.0 0.0 -0.208
N -1.987407 1.939603 2.044610 -0.1 -0.6 1.0 0.090
N -1.157907 2.387203 1.082210 0.1 -1.0 -0.4 -0.144
C -1.325207 3.592603 0.576310 0.0 0.7 -0.1 -0.116
C -0.254007 4.097203 -0.192590 -0.3 -0.1 0.3 -0.280
C -0.249007 5.406103 -0.724390 0.1 0.1 -0.1 -0.051
C 0.886293 5.891003 -1.314690 -0.3 -0.1 0.1 -0.105
C 2.007593 5.055303 -1.396590 0.2 -0.2 0.0 -0.088
C 1.909193 3.759603 -0.915390 0.5 0.3 -0.2 -0.144
N 0.829193 3.264203 -0.330390 -0.6 -0.3 0.2 0.049
H -0.301407 -1.008397 3.141310 0.0 -0.2 0.2 0.084
H -1.889407 -2.077097 6.082610 0.1 -0.1 0.0 0.112
H -4.088407 -1.166597 6.761210 0.0 0.0 0.1 0.093
H -5.139907 0.629403 5.426810 -0.1 0.0 0.0 0.090
H -3.993607 1.474103 3.391110 -0.1 0.1 -0.1 0.107
H -2.202807 4.192203 0.815310 0.1 -0.1 0.0 0.118
H -1.144907 6.004403 -0.636690 0.0 0.1 0.0 0.102
H 0.919493 6.902203 -1.701890 0.0 0.0 0.0 0.094
H 2.925393 5.408403 -1.839590 0.1 -0.1 0.0 0.086
H 2.749093 3.082803 -1.001490 0.0 -0.1 -0.1 0.094
C 2.754693 0.820003 -5.408990 0.4 0.1 0.0 -0.031
N 1.668193 0.919003 -4.468890 -0.1 0.0 0.4 -0.050
C 0.384393 0.752203 -4.846790 -0.4 0.0 0.1 -0.053
C -0.631007 0.850103 -3.964790 -0.1 0.0 0.1 0.027
C -0.289707 1.062203 -2.584190 0.7 0.2 -1.3 -0.465
O -1.161807 1.144403 -1.672890 -0.6 0.0 0.0 -0.118
N 0.995193 1.188503 -2.225090 -0.7 -0.2 0.4 0.155
C 1.994893 1.175703 -3.110090 0.0 0.0 -0.6 -0.476
O 3.166293 1.385403 -2.838290 0.5 0.0 0.1 0.037
H 2.372593 0.521303 -6.383790 0.0 0.0 0.1 0.085
H 3.475693 0.086903 -5.047290 0.0 0.0 -0.1 0.095
H 3.274693 1.776303 -5.496390 0.0 -0.1 0.0 0.095
H 0.211593 0.534303 -5.893590 0.1 0.1 0.0 0.126
H -1.658607 0.734103 -4.260390 -0.1 -0.1 0.0 0.104
O 1.835293 -0.091097 0.567810 -0.4 0.5 0.0 0.003
N 1.230893 -1.386697 0.018610 0.0 -1.2 -0.4 0.043
O 0.270393 -1.056397 -0.745590 0.6 -0.3 0.4 -0.320
C 6.254793 -1.479397 0.373010 -0.4 0.2 -0.1 -0.013
C 5.352993 -0.354197 -0.151790 0.6 0.0 -0.1 -0.433
C 5.783293 0.004903 -1.578390 -0.3 -0.1 0.3 -0.007
O 4.019693 -0.856297 -0.206990 -0.5 -0.5 -0.1 0.176
B 3.178793 0.005003 0.440510 1.0 0.2 0.1 -0.814
O 3.846193 1.040203 1.043810 -0.5 0.2 0.0 0.167
C 5.241593 0.905903 0.798510 0.5 0.2 0.1 -0.445
C 5.710193 2.226003 0.180510 -0.2 -0.3 0.2 -0.008
C 5.916793 0.715003 2.160310 -0.3 0.1 -0.3 -0.010
H 6.249393 -2.284397 -0.358690 0.0 -0.1 0.0 0.085
H 5.883293 -1.884897 1.310010 0.0 0.0 0.1 0.086
H 7.277693 -1.135097 0.503210 0.1 0.0 0.0 0.087
H 5.972993 -0.907597 -2.138190 0.0 -0.1 -0.1 0.086
H 6.685993 0.606503 -1.578490 0.2 0.0 0.0 0.084
H 4.976493 0.546003 -2.063990 0.1 0.1 -0.1 0.060
H 5.280693 2.366803 -0.804790 0.0 0.0 -0.2 0.079
H 6.795293 2.275903 0.127510 0.1 0.0 -0.1 0.088
H 5.345093 3.033303 0.810210 0.1 0.1 0.1 0.093
H 5.523093 -0.165997 2.656910 0.0 -0.1 0.1 0.090
H 5.675593 1.578903 2.772410 0.0 0.1 0.1 0.091
H 6.994593 0.632403 2.065910 0.2 0.0 0.0 0.084
C -6.124707 1.130303 0.582510 -0.1 0.1 0.0 -0.110
C -5.023807 1.744403 0.013010 -0.1 0.1 0.0 -0.089
C -3.860807 1.026603 -0.200590 0.2 0.1 -0.1 -0.127
C -3.768107 -0.312597 0.148710 0.9 -0.4 0.0 -0.248
C -4.899707 -0.930597 0.660810 0.0 -0.2 0.0 -0.118
C -6.065207 -0.217297 0.887110 -0.2 -0.1 0.1 -0.102
Ge -1.991307 -1.331797 -0.092490 -2.0 -1.1 0.2 1.147
C -1.827207 -2.792497 1.315710 0.2 0.8 -0.6 -0.252
C -0.687407 -3.591897 1.249610 0.1 0.1 -0.2 -0.132
C -0.475507 -4.619397 2.152410 0.2 -0.2 0.0 -0.090
C -1.396507 -4.869697 3.154210 0.0 0.0 0.0 -0.100
C -2.497107 -4.040497 3.274110 -0.1 -0.1 0.1 -0.096
C -2.705407 -3.011797 2.369410 -0.2 0.1 -0.1 -0.115
C -2.444907 -2.400897 -1.754590 0.5 0.5 0.4 -0.253
C -2.907707 -1.739497 -2.885590 0.0 0.2 0.1 -0.122
C -3.133307 -2.413297 -4.073290 -0.2 0.0 -0.2 -0.105
C -2.917107 -3.780897 -4.146690 0.0 -0.1 -0.1 -0.115
C -2.466907 -4.460397 -3.025790 0.0 -0.2 -0.1 -0.102
C -2.226807 -3.769897 -1.849690 0.1 0.0 0.3 -0.104
H -7.023007 1.695803 0.792510 -0.1 0.0 0.0 0.092
H -5.066607 2.792603 -0.250190 0.0 0.1 0.0 0.097
H -3.014107 1.518903 -0.651390 0.0 0.1 0.1 0.064
H -4.878507 -1.989797 0.864410 -0.1 -0.2 0.1 0.089
H -6.922707 -0.713497 1.323610 -0.1 0.0 0.0 0.095
H 0.055793 -3.383197 0.492210 0.0 -0.2 0.0 0.080
H 0.418393 -5.224597 2.078410 0.1 0.0 0.0 0.097
H -1.249107 -5.692897 3.842710 0.0 0.0 0.0 0.094
H -3.198407 -4.192597 4.082910 -0.1 0.0 0.1 0.099
H -3.555107 -2.358497 2.504310 -0.1 0.0 0.1 0.088
H -3.086907 -0.673897 -2.818090 -0.1 0.1 -0.1 0.088
H -3.490507 -1.876897 -4.945790 0.0 0.0 0.0 0.094
H -3.104007 -4.312697 -5.071590 0.0 0.0 0.0 0.091
H -2.295007 -5.530697 -3.068490 0.0 0.0 0.0 0.095
H -1.876107 -4.295697 -0.972390 0.1 -0.2 0.0 0.083

=====

(3)
147
Properties=species:S:1:pos:R:3:forces:R:3:lowdin_charge:R:1 method="wB97M-V/def2-TZVPD" charge=0 e_homo_ev=-7.97 total_energy_ha=-3924.74840
H -3.463528 -0.268867 -4.111516 0.0 0.2 -0.2 0.029
N -3.701057 -0.856024 -4.920020 0.1 0.0 -0.5 0.091
C -4.185003 -1.937886 -4.480170 0.1 0.4 1.2 -0.236
C -4.299079 -2.128747 -2.943419 0.1 -0.6 -1.8 -0.166
C -2.874581 -2.327322 -2.362098 -0.5 -0.3 0.5 -0.430
O -2.567824 -3.678245 -2.077651 -0.2 0.2 -0.2 -0.123
C -2.264396 -4.440213 -3.227760 0.7 -1.2 -0.3 -0.234
C -0.843572 -5.038476 -3.178046 -0.5 0.3 -1.2 -0.201
C -0.663836 -5.973125 -4.415030 0.2 0.2 0.7 -0.100
C -2.623546 -1.546544 -1.050252 0.4 -0.3 -1.0 -0.683
I -4.324704 -1.699426 0.260631 0.2 0.1 0.0 1.048
N -2.246534 -0.166324 -1.402869 0.8 -0.1 0.3 -0.330
C -2.262162 0.774360 -0.238892 -0.4 1.1 -0.5 -0.302
C -3.505071 1.708953 -0.326612 0.4 0.0 -0.5 -0.197
C -3.143615 3.179869 -0.656689 -0.7 0.3 0.5 -0.202
C -4.021614 3.797011 -1.760133 0.7 0.4 -0.2 -0.203
C -3.695984 3.302359 -3.189222 -0.9 0.6 0.1 -0.202
C -2.632935 4.120393 -3.941215 0.7 -0.9 -0.5 -0.189
C -1.204808 3.547142 -3.733302 -0.3 0.3 0.1 -0.208
C -0.801230 2.536923 -4.810522 0.5 0.1 0.1 -0.235
C -0.374444 3.207506 -6.136017 -0.4 -0.5 0.0 -0.202
C -0.540325 2.217272 -7.311706 -0.1 -0.1 0.8 -0.209
C 0.362657 0.969398 -7.147242 0.1 1.1 -1.3 -0.199
C 1.839432 1.369235 -7.412969 0.0 -0.8 0.6 -0.191
C 2.832957 0.607578 -6.477828 -0.1 0.4 -0.6 -0.192
C 3.861724 1.537626 -5.787354 -0.4 -0.2 0.2 -0.206
C 4.023978 1.220777 -4.284629 0.5 -0.4 -1.1 -0.215
C 4.927221 -0.004425 -4.059605 -0.2 0.4 1.2 -0.209
C 5.308895 -0.094217 -2.560847 0.6 -0.4 -0.4 -0.208
C 6.596702 -0.936004 -2.337718 -0.6 -0.5 1.0 -0.220
C 6.366666 -1.970667 -1.216126 -0.4 -0.7 -0.2 -0.264
C 5.402548 -3.107486 -1.671277 -0.1 0.4 0.1 -0.108
P -0.611892 -0.115426 -1.998831 0.5 -0.2 0.9 0.393
S 0.754586 -0.724444 -0.758362 0.0 -0.1 -0.2 0.190
H -4.493427 -2.722591 -5.174374 0.0 0.1 0.1 0.106
H -4.771592 -1.207293 -2.596031 0.0 -0.2 0.3 0.079
H -4.934567 -3.002556 -2.769353 0.1 0.2 0.5 0.112
H -2.178403 -1.996174 -3.145670 0.0 0.2 0.4 0.092
H -2.945285 -5.299326 -3.331555 -0.2 0.4 0.2 0.127
H -2.327088 -3.879717 -4.172137 -0.2 0.2 0.3 0.122
H -0.140236 -4.208086 -3.305045 0.1 -0.2 0.6 0.105
H -0.682655 -5.598851 -2.257036 0.0 0.3 0.0 0.109
H -0.181282 -6.890504 -4.068293 -0.2 0.0 -0.3 0.068
H -1.628264 -6.203304 -4.879988 0.2 -0.2 0.1 0.066
H -0.018016 -5.527302 -5.175490 -0.1 0.0 0.1 0.068
H -1.793706 -2.058570 -0.542189 -0.3 0.1 0.2 0.052
H -1.386815 1.427131 -0.357667 -0.1 -0.1 0.3 0.067
H -2.138684 0.287735 0.731483 -0.1 -0.2 -0.3 0.079
H -4.114069 1.352216 -1.166243 0.0 -0.2 0.3 0.087
H -4.124838 1.645675 0.571923 0.1 0.0 -0.1 0.094
H -3.289713 3.789484 0.246593 0.2 -0.1 -0.1 0.107
H -2.090238 3.303985 -0.928977 -0.1 -0.2 0.0 0.089
H -3.830110 4.880576 -1.742930 -0.1 -0.1 0.0 0.106
H -5.091609 3.695573 -1.543396 0.2 -0.3 0.1 0.111
H -3.464238 2.227040 -3.177184 0.2 0.2 -0.1 0.096
H -4.623989 3.400755 -3.769254 0.1 -0.2 0.1 0.108
H -2.659754 5.192112 -3.722800 -0.2 -0.2 0.2 0.110
H -2.854297 4.009178 -5.012450 0.0 0.3 0.1 0.102
H -0.441283 4.336496 -3.715376 -0.2 0.0 0.0 0.116
H -1.199776 3.097412 -2.733894 0.2 0.0 -0.2 0.058
H 0.064333 1.965903 -4.438998 -0.2 0.0 -0.1 0.085
H -1.587919 1.795246 -5.015141 -0.1 0.2 0.2 0.110
H -0.986482 4.099401 -6.321033 0.1 -0.1 0.0 0.108
H 0.667437 3.531710 -6.028559 -0.2 0.1 -0.1 0.103
H -0.360303 2.727887 -8.264546 0.1 -0.2 0.1 0.111
H -1.587625 1.882420 -7.306127 0.1 0.2 -0.1 0.108
H 0.225255 0.514439 -6.164403 0.0 0.0 -0.1 0.085
H 0.042675 0.272688 -7.930909 0.1 -0.3 0.4 0.108
H 1.971281 2.445946 -7.268427 -0.1 -0.1 0.0 0.084
H 2.067622 1.161484 -8.463722 0.0 0.1 0.1 0.107
H 2.246704 0.061373 -5.727759 0.2 0.1 0.0 0.092
H 3.344959 -0.144478 -7.089369 0.0 0.0 0.3 0.106
H 3.536593 2.581414 -5.885488 0.0 -0.2 -0.1 0.096
H 4.815206 1.447374 -6.322283 0.0 0.2 0.3 0.107
H 4.478887 2.069653 -3.762208 -0.2 0.0 -0.1 0.106
H 3.017179 1.040742 -3.885462 0.2 0.1 0.2 0.105
H 5.868855 0.075449 -4.616667 -0.3 0.1 -0.2 0.111
H 4.417640 -0.929207 -4.356825 0.2 0.1 -0.1 0.113
H 4.491351 -0.532782 -1.976413 0.0 0.2 -0.1 0.102
H 5.498319 0.909441 -2.162736 -0.2 -0.1 -0.1 0.105
H 6.843090 -1.498326 -3.246216 0.2 0.3 0.1 0.102
H 7.437748 -0.311755 -2.018783 0.0 0.1 -0.5 0.102
H 7.300004 -2.443667 -0.891280 0.0 0.3 -0.1 0.094
H 5.912764 -1.496128 -0.337994 0.3 0.1 -0.1 0.099
H 5.797705 -4.103111 -1.451827 0.0 0.1 0.0 0.063
H 4.429396 -3.024027 -1.175513 0.1 -0.1 -0.1 0.063
H 5.217391 -3.040930 -2.750185 0.0 -0.1 0.1 0.064
H -0.398048 1.243533 -2.293983 -0.5 -0.3 -0.3 -0.021
H -0.539740 -0.826981 -3.211987 -0.4 0.4 0.0 -0.006
C -0.393853 -5.330202 2.783564 0.5 0.2 0.0 -0.132
N -1.529983 -4.551407 3.232019 -0.4 0.1 -0.5 -0.300
C -2.523437 -4.400422 2.171517 -0.4 0.1 0.2 -0.167
P -1.532254 -3.276813 4.402941 2.2 -6.5 1.8 0.710
O -2.936891 -3.486739 4.921827 -0.1 3.5 -1.4 -0.308
N -0.710042 -3.767122 5.838469 -0.1 0.0 0.3 -0.330
C 0.348606 -4.756719 5.874855 0.5 0.3 -0.2 -0.150
C -1.504816 -3.876603 7.056326 -0.3 0.1 0.0 -0.144
N -0.047208 -2.562901 3.806130 -1.9 2.6 0.1 -0.261
C 0.485277 -1.489366 4.691614 0.3 0.0 0.3 -0.132
C -0.208305 -1.912016 2.482854 0.0 -0.5 -0.5 -0.160
H 0.322818 -4.767425 2.167944 0.0 0.0 0.0 0.077
H -0.736240 -6.174991 2.181224 -0.2 0.1 0.0 0.079
H 0.152228 -5.783005 3.606622 0.0 0.2 0.1 0.048
H -2.266710 -3.596214 1.470682 0.0 -0.1 -0.2 0.008
H -3.504564 -4.169436 2.588923 0.1 0.1 0.1 0.058
H -2.639689 -5.320248 1.595619 0.2 -0.1 0.1 0.081
H -0.042118 -5.777223 5.770848 0.0 0.0 0.0 0.082
H 0.883710 -4.704128 6.827979 -0.1 0.0 0.1 0.077
H 1.105127 -4.571969 5.111808 -0.2 0.0 -0.1 0.071
H -2.103557 -4.795183 7.074556 -0.1 0.0 0.1 0.083
H -2.173534 -3.026410 7.165773 -0.1 -0.1 -0.1 0.069
H -0.854991 -3.871955 7.935759 0.2 -0.1 -0.2 0.076
H -0.234458 -0.679778 4.823488 0.1 0.1 0.0 0.064
H 1.401061 -1.073540 4.267194 -0.1 0.0 -0.3 0.078
H 0.753155 -1.859766 5.675543 -0.2 -0.2 0.0 0.073
H -1.038837 -1.199048 2.474147 0.1 0.1 -0.1 0.077
H -0.373996 -2.640795 1.689739 -0.1 -0.1 0.1 0.047
H 0.701336 -1.381390 2.207019 0.0 0.0 0.2 0.052
C 2.772827 4.174421 6.840762 -0.2 0.5 0.0 -0.133
N 2.114626 2.979817 6.350198 0.3 -0.2 -0.6 -0.303
C 2.929767 2.302609 5.341592 -0.2 -0.5 -0.1 -0.134
P 0.413006 2.706374 6.206588 2.9 1.5 6.5 0.714
O 0.432687 1.210170 6.423211 -1.4 0.3 -3.5 -0.298
N -0.381720 3.115010 7.680839 -0.3 -0.2 0.1 -0.331
C 0.104668 4.101635 8.626861 -0.2 0.5 -0.3 -0.147
C -1.020313 2.026865 8.415827 0.0 -0.3 -0.2 -0.138
N 0.078697 4.316040 5.588960 -1.6 -1.8 -2.2 -0.270
C -1.374835 4.625253 5.520526 -0.3 0.2 0.3 -0.128
C 0.575649 4.522805 4.205847 0.6 0.1 0.0 -0.132
H 2.693184 5.040585 6.168335 0.0 0.0 0.0 0.076
H 3.837787 3.979828 6.984069 0.0 -0.2 -0.2 0.081
H 2.414661 4.475285 7.820632 -0.2 0.0 -0.1 0.048
H 2.827675 2.751024 4.343921 0.2 0.0 0.0 0.065
H 2.647162 1.252103 5.258889 -0.1 0.1 0.0 0.064
H 3.986842 2.321250 5.608844 0.0 0.1 0.1 0.079
H 0.953683 3.723905 9.209778 0.0 0.0 0.0 0.084
H -0.686311 4.370856 9.333007 0.0 -0.2 0.0 0.078
H 0.380146 5.035587 8.136723 0.1 -0.1 -0.1 0.071
H -0.291359 1.420473 8.965573 -0.1 -0.1 0.0 0.085
H -1.577184 1.374964 7.747269 0.2 -0.1 0.0 0.071
H -1.745036 2.425222 9.130569 0.1 0.2 0.0 0.078
H -1.910332 3.915089 4.883332 0.0 0.1 -0.1 0.084
H -1.521855 5.630333 5.121585 0.2 -0.1 -0.1 0.080
H -1.840376 4.616493 6.500849 0.2 -0.2 0.1 0.070
H 0.227532 3.742663 3.523445 -0.1 0.1 -0.1 0.086
H 1.663826 4.550375 4.168777 0.0 -0.2 0.2 0.058
H 0.243084 5.487442 3.823679 -0.1 0.0 0.1 0.081

=====

(4)
21
Properties=species:S:1:pos:R:3:forces:R:3:lowdin_charge:R:1 method="wB97M-V/def2-TZVPD" charge=0 relative_energy_ev=5.784 e_homo_ev="-7.60 / -7.58" total_energy_ha=-329.05889
C 0.810363 0.322758 -0.512345 -0.5 -0.2 -0.9 -0.315
C 1.521674 -0.793074 -1.277177 0.0 0.1 0.1 -0.054
C -1.376308 -1.063031 -0.677070 -0.1 0.3 0.7 -0.051
C -1.206707 0.773553 1.210310 0.7 -0.3 1.3 -0.044
C -0.800578 0.351137 -0.596835 1.1 0.4 -1.8 -0.563
C 0.853727 0.299864 0.910078 -1.6 0.4 0.3 -0.087
C 1.461878 0.197995 2.055498 -0.1 -0.2 0.1 0.050
N -1.355708 1.337385 -1.292380 0.1 -0.8 0.3 0.062
H 1.148064 1.298293 -0.872317 0.0 0.0 0.0 0.146
H -0.697483 1.729292 -1.965962 0.1 0.2 0.4 0.029
H 1.232576 -0.773053 -2.329904 0.0 0.0 0.1 0.084
H 1.279902 -1.775822 -0.871953 0.0 0.0 0.0 0.077
H 2.604228 -0.662806 -1.220306 0.0 0.0 0.0 0.079
H -2.457522 -1.011886 -0.553423 0.0 0.0 0.0 0.084
H -1.157534 -1.483254 -1.660493 0.0 0.1 0.0 0.083
H -0.958321 -1.718136 0.090282 0.0 0.0 0.0 0.083
H -1.223549 0.001546 1.980391 0.0 0.2 0.3 0.051
H -2.241528 0.932155 0.902201 0.1 -0.3 -0.5 0.065
H -0.907508 1.753542 1.580018 0.2 -0.1 0.1 0.068
H 2.537637 0.027947 2.097805 -0.1 0.0 -0.1 0.079
H 0.932697 0.255597 3.003581 0.0 0.1 -0.1 0.073